[1]
DFT (ωB97M-V/def2-TZVPD) results for 2 unconnected molecules or ions with the total composition C10H16 in a non-equilibrium geometry.

```
26
Properties=species:S:1:pos:R:3
C -1.811 -0.007 0.002
C -1.714 1.402 0.847
C -2.604 0.283 -1.282
H -0.796 -0.284 -0.521
H -2.423 -0.785 0.495
H -2.646 1.783 1.146
H -1.241 2.149 0.074
H -3.706 0.466 -1.034
H -2.192 0.940 -1.994
H -0.922 1.252 1.664
H -2.629 -0.529 -1.866
C 0.525 -1.371 1.905
C 2.314 1.095 -0.312
C 1.837 0.473 0.816
C 2.519 0.448 -1.510
C 1.257 -0.817 0.761
C 1.855 -0.827 -1.606
C 1.194 -1.435 -0.547
H 2.829 2.048 -0.008
H 1.904 1.051 1.701
H 2.944 0.868 -2.390
H 2.043 -1.464 -2.543
H 0.550 -0.889 2.909
H 0.925 -2.295 2.287
H 0.531 -2.344 -0.664
H -0.544 -1.210 1.667
```

- relative energy (zero: lowest compared OMol25 entry of this formula, charge and spin) (kcal/mol) = 58.0
- frontier orbital gap (eV) = 9.92
- multiplicity = 1
- structure (SMILES) = Cc1ccccc1.CCC
- highest occupied orbital energy (eV) = -8.91

Atom charges from the Mulliken analysis, given in e for atoms 1 to 2: C 0.257; C -0.861

[2]
DFT (ωB97M-V/def2-TZVPD) results for 2 unconnected molecules or ions with the total composition C10H16 in a non-equilibrium geometry.

```
26
Properties=species:S:1:pos:R:3
C -0.349 2.245 0.643
C 0.270 2.483 -0.714
C -0.664 3.679 1.204
H -1.235 1.542 0.575
H 0.373 1.827 1.423
H 1.114 3.265 -0.895
H -1.360 4.311 0.560
H -0.453 3.109 -1.277
H 0.375 1.597 -1.266
H -1.068 3.569 2.161
H 0.313 4.129 1.061
C -1.246 -1.672 1.792
C -0.010 -2.108 -1.764
C -0.833 -2.082 -0.561
C 1.140 -1.373 -1.759
C -0.395 -1.471 0.604
C 1.649 -0.716 -0.612
C 0.892 -0.763 0.605
H -0.186 -2.609 -2.696
H -1.768 -2.608 -0.825
H 1.818 -1.416 -2.655
H 2.619 -0.246 -0.561
H -1.195 -1.104 2.672
H -0.866 -2.653 2.045
H 1.146 -0.177 1.423
H -2.359 -1.876 1.618
```

- relative energy (zero: lowest compared OMol25 entry of this formula, charge and spin) (kcal/mol) = 47.9
- frontier orbital gap (eV) = 9.87
- multiplicity = 1
- structure (SMILES) = Cc1ccccc1.CCC
- highest occupied orbital energy (eV) = -8.91

Atom charges from the Mulliken analysis, given in e for atoms 1 to 2: C 0.403; C -1.186

[3]
DFT (ωB97M-V/def2-TZVPD) results for 2 unconnected molecules or ions with the total composition C10H16 in a non-equilibrium geometry.

```
26
Properties=species:S:1:pos:R:3
C 3.149 1.008 -0.875
C 2.233 1.520 -1.978
H 2.791 1.408 0.057
H 3.182 -0.115 -0.809
H 4.166 1.356 -1.052
H 1.216 1.140 -1.881
H 2.582 1.171 -2.997
H 2.234 2.623 -2.044
C 0.237 -1.296 -0.008
C -0.214 -2.628 -0.627
C -0.867 -0.480 0.614
C -2.084 -1.063 0.991
C -0.659 0.875 0.886
C -3.080 -0.275 1.588
C -1.650 1.641 1.462
C -2.864 1.079 1.822
H 1.025 -1.481 0.726
H 0.708 -0.706 -0.808
H -0.602 -3.192 0.131
H -2.251 -2.048 0.856
H 0.290 1.334 0.662
H -4.002 -0.672 1.834
H -1.452 2.689 1.682
H -3.673 1.736 2.251
H 0.640 -3.121 -1.126
H -1.055 -2.503 -1.358
```

- relative energy (zero: lowest compared OMol25 entry of this formula, charge and spin) (kcal/mol) = 12.9
- frontier orbital gap (eV) = 10.02
- multiplicity = 1
- structure (SMILES) = CCc1ccccc1.CC
- highest occupied orbital energy (eV) = -9.00

Atom charges from the Mulliken analysis, given in e for atoms 1 to 2: C -0.736; C -0.839

[4]
DFT (ωB97M-V/def2-TZVPD) results for 2 unconnected molecules or ions with the total composition C10H16 in a non-equilibrium geometry.

```
26
Properties=species:S:1:pos:R:3
C 2.130 1.052 -1.864
C 2.135 1.811 -0.542
H 1.597 1.608 -2.628
H 3.232 0.989 -2.177
H 1.815 -0.001 -1.954
H 1.030 1.822 -0.262
H 2.645 2.716 -0.724
H 2.545 1.270 0.391
C -1.737 0.373 -0.669
C -3.213 0.050 -0.142
C -0.722 -0.299 0.167
C -0.498 -1.666 -0.108
C -0.080 0.280 1.165
C 0.347 -2.365 0.846
C 0.666 -0.384 2.083
C 0.942 -1.742 1.903
H -1.512 0.050 -1.615
H -1.765 1.461 -0.619
H -3.637 -0.891 -0.658
H -0.978 -2.207 -0.998
H -0.205 1.302 1.390
H 0.209 -3.478 0.834
H 1.067 0.079 3.066
H 1.262 -2.344 2.767
H -3.949 0.717 -0.508
H -3.325 -0.201 0.854
```

- relative energy (zero: lowest compared OMol25 entry of this formula, charge and spin) (kcal/mol) = 49.8
- frontier orbital gap (eV) = 9.99
- multiplicity = 1
- structure (SMILES) = CCc1ccccc1.CC
- highest occupied orbital energy (eV) = -9.01

Atom charges from the Mulliken analysis, given in e for atoms 1 to 2: C -0.900; C -0.406

[5]
DFT (ωB97M-V/def2-TZVPD) results for 2 unconnected molecules or ions with the total composition C10H16 in a non-equilibrium geometry.

```
26
Properties=species:S:1:pos:R:3
C 2.062 1.260 -1.347
C 2.181 2.449 -0.355
C 3.031 1.389 -2.556
H 2.293 0.327 -0.815
H 1.034 1.213 -1.719
H 2.931 3.127 -0.786
H 3.988 1.263 -2.047
H 2.451 2.097 0.645
H 1.264 3.028 -0.221
H 2.880 0.613 -3.322
H 2.994 2.407 -2.941
C -3.214 -2.976 1.293
C -0.710 -0.517 -0.251
C -0.539 0.360 0.788
C -1.643 -1.557 -0.140
C -2.182 -1.887 1.075
C -1.063 0.018 2.060
C -1.948 -1.019 2.186
H -0.152 -0.411 -1.168
H 0.017 1.282 0.804
H -1.955 -2.068 -1.049
H -0.810 0.636 2.918
H -2.667 -3.895 1.550
H -3.698 -3.185 0.327
H -2.573 -1.209 3.052
H -3.972 -2.744 2.021
```

- relative energy (zero: lowest compared OMol25 entry of this formula, charge and spin) (kcal/mol) = 20.2
- frontier orbital gap (eV) = 9.96
- multiplicity = 1
- structure (SMILES) = Cc1ccccc1.CCC
- highest occupied orbital energy (eV) = -8.94

Atom charges from the Mulliken analysis, given in e for atoms 1 to 2: C 0.129; C -1.211

[6]
DFT (ωB97M-V/def2-TZVPD) results for 2 unconnected molecules or ions with the total composition C10H16 in a non-equilibrium geometry.

```
26
Properties=species:S:1:pos:R:3
C 1.589 -1.206 -0.843
C 1.780 -1.963 -2.167
C 0.626 -0.080 -0.950
C -0.738 -0.385 -1.110
C 0.975 1.243 -0.739
C -1.721 0.557 -1.087
C -0.032 2.228 -0.733
C -1.341 1.912 -0.985
H 1.260 -1.954 -0.114
H 2.581 -0.900 -0.509
H 0.821 -2.294 -2.569
H -1.016 -1.436 -1.123
H 2.016 1.504 -0.666
H -2.779 0.332 -1.118
H 0.288 3.244 -0.554
H -2.102 2.679 -1.028
H 2.530 -2.747 -2.121
H 2.139 -1.256 -2.928
C -0.097 0.029 2.584
C -1.604 0.104 2.823
H 0.119 -0.911 2.079
H 0.238 0.839 1.935
H 0.518 0.143 3.475
H -1.833 0.658 3.727
H -2.067 -0.884 2.745
H -2.150 0.541 1.975
```

- relative energy (zero: lowest compared OMol25 entry of this formula, charge and spin) (kcal/mol) = 11.3
- frontier orbital gap (eV) = 9.99
- multiplicity = 1
- structure (SMILES) = CCc1ccccc1.CC
- highest occupied orbital energy (eV) = -9.02

Atom charges from the Mulliken analysis, given in e for atoms 1 to 2: C -0.736; C -1.233

[7]
DFT (ωB97M-V/def2-TZVPD) results for 2 unconnected molecules or ions with the total composition C10H16 in a non-equilibrium geometry.

```
26
Properties=species:S:1:pos:R:3
C -1.027 -1.240 1.213
C -1.473 -2.021 -0.069
C -0.674 -2.181 2.273
H -0.059 -0.633 0.885
H -1.823 -0.657 1.478
H -2.643 -2.057 -0.175
H -1.500 -2.307 3.072
H -1.204 -3.157 -0.077
H -1.151 -1.302 -0.783
H -0.215 -3.158 1.945
H 0.113 -1.721 2.908
C 2.639 0.648 -1.800
C -0.971 1.032 -0.765
C 0.154 0.438 -1.316
C -0.886 2.252 -0.036
C 1.381 1.022 -1.041
C 0.327 2.792 0.233
C 1.470 2.168 -0.190
H -1.969 0.524 -0.725
H -0.097 -0.636 -1.711
H -1.991 2.637 0.099
H 0.384 3.732 0.787
H 2.828 -0.459 -1.735
H 3.606 0.987 -1.619
H 2.336 2.585 0.126
H 2.443 0.714 -2.977
```

- relative energy (zero: lowest compared OMol25 entry of this formula, charge and spin) (kcal/mol) = 65.5
- charge = +1
- frontier orbital gap (spin up / spin down) (eV) = 9.55 / 5.58
- multiplicity = 2
- highest occupied orbital energy (spin up / spin down) (eV) = -13.90 / -13.88

Atom charges from the Mulliken analysis, given in e for atoms 1 to 2: C 0.459; C -0.710

[8]
DFT (ωB97M-V/def2-TZVPD) results for a molecular structure, C10H16Cl2N2Yb in a non-equilibrium geometry.

```
31
Properties=species:S:1:pos:R:3
Yb -0.609 2.045 3.051
Cl -0.184 3.272 1.047
Cl 1.012 1.917 4.784
C 1.741 -0.980 -0.162
H 2.767 -1.278 -0.477
H 1.647 -0.685 0.896
C -0.467 -0.014 -0.970
C 0.908 -0.391 -1.169
H -0.975 -0.487 -0.151
C 1.542 -0.062 -2.495
H 1.044 -1.817 -0.322
C 1.119 1.407 -2.787
H 2.615 -0.081 -2.419
H 1.225 -0.717 -3.310
C -0.410 1.454 -3.033
H 1.363 2.034 -1.961
H 1.667 1.750 -3.690
C -1.170 0.946 -1.790
H -0.687 2.444 -3.298
H -0.616 0.731 -3.844
H -1.490 1.857 -1.193
H -2.124 0.493 -2.116
N 0.056 -1.328 2.493
C -0.663 -2.407 2.929
C -1.949 -1.985 3.180
C -1.961 -0.617 2.851
N -0.723 -0.220 2.413
H 1.031 -1.369 2.225
H -0.144 -3.367 3.010
H -2.752 -2.605 3.475
H -2.813 0.059 2.829
```

- charge = -1
- frontier orbital gap (spin up / spin down) (eV) = 2.92 / 5.90
- multiplicity = 2
- highest occupied orbital energy (spin up / spin down) (eV) = -0.06 / -3.14

Atom charges from the Mulliken analysis, given in e for atoms 1 to 2: Yb -0.087; Cl -0.561

[9]
DFT (ωB97M-V/def2-TZVPD) results for a molecular structure, C10H16Cl3IOTi in a non-equilibrium geometry.

```
32
Properties=species:S:1:pos:R:3
C -0.809 0.868 -0.624
C -1.041 -0.556 -0.842
C 0.268 -1.211 -0.773
C -2.245 -1.184 -1.425
C 1.248 -0.156 -0.506
C 0.568 1.070 -0.437
C 1.213 2.385 -0.228
C -1.805 1.953 -0.724
C 0.545 -2.572 -1.271
C 2.709 -0.315 -0.468
Ti -0.789 -1.550 0.975
Cl -1.676 -3.322 1.579
Cl -1.760 0.261 2.085
Cl 1.069 -1.024 2.272
H -3.143 -0.626 -1.163
H -2.371 -2.212 -1.077
H -2.189 -1.215 -2.521
H -0.277 -3.261 -1.056
H 1.451 -2.979 -0.822
H 0.691 -2.575 -2.361
H 3.015 -1.268 -0.019
H 3.172 0.492 0.111
H 3.132 -0.266 -1.479
H 2.129 2.329 0.369
H 0.559 3.118 0.258
H 1.492 2.803 -1.203
H -2.807 1.630 -0.434
H -1.853 2.327 -1.753
H -1.526 2.800 -0.090
O 0.849 2.301 3.716
H 0.458 1.451 3.557
I -0.279 0.507 6.354
```

- relative energy (zero: lowest compared OMol25 entry of this formula, charge and spin) (kcal/mol) = 89.3
- charge = -2
- frontier orbital gap (spin up / spin down) (eV) = 2.61 / 2.62
- multiplicity = 1
- highest occupied orbital energy (spin up / spin down) (eV) = 1.25 / 1.24

Atom charges from the Mulliken analysis, given in e for atoms 1 to 2: C 0.170; C 1.163

In order of appearance, M = 136.2; 136.2; 136.2; 136.2; 136.2; 136.2; 136.2; 408.2; 433.4 g mol⁻¹.